(1)
Formula: C35H39Cl2N3O3PS2Tl
Source: the OMol25 dataset
Level of theory: ωB97M-V with the def2-TZVPD basis set

Charge: -2
HOMO-LUMO gap: 5.383 eV
2S+1: 1
HOMO: -1.13 eV
Relative energy (zero: lowest compared OMol25 entry of this formula, charge and spin): 8.1 kcal per mole
Max |F|: 0.0075 Eh/bohr

Last column: Mulliken charge in e.
CARTESIAN COORDINATES (ANGSTROEM)
Tl 1.180382 1.127687 1.147801  1.136
O -0.357016 -2.855348 2.897568  -0.760
C -0.486186 -1.621894 2.853293  0.233
O 0.476201 -0.801243 2.680591  -1.012
C -1.872139 -1.045962 3.117156  0.637
C -2.514752 -1.566091 4.246554  -0.546
C -3.763351 -1.112122 4.632330  -0.591
C -4.400765 -0.150405 3.853748  -0.797
C -3.772714 0.330324 2.716993  -0.237
C -2.495050 -0.078622 2.317688  0.000
P -1.562139 0.671435 0.600833  0.276
C -3.114243 0.122626 -0.224036  0.796
C -4.165036 0.931715 -0.639305  0.122
C -5.290974 0.389618 -1.251020  -0.624
C -5.383503 -0.973588 -1.471431  -0.605
C -4.341374 -1.798188 -1.053192  -0.747
C -3.233423 -1.255715 -0.430657  -0.585
C -1.825467 2.356271 1.342661  0.721
C -2.223074 3.473866 0.607155  -0.660
C -2.283834 4.736205 1.179683  -0.868
C -1.903377 4.927759 2.500804  -0.708
C -1.467494 3.834948 3.238874  -0.792
C -1.445853 2.569245 2.672047  -0.004
H -2.011527 -2.340785 4.813852  0.425
H -4.241263 -1.507487 5.523048  0.339
H -5.384955 0.214439 4.133498  0.380
H -4.298094 1.064356 2.108204  0.266
H -4.119936 2.002207 -0.496087  0.186
H -6.095449 1.044953 -1.566821  0.362
H -6.256872 -1.393896 -1.957006  0.315
H -4.400926 -2.869619 -1.207472  0.384
H -2.436873 -1.905468 -0.082842  0.305
H -2.430298 3.370731 -0.449698  0.310
H -2.600466 5.580076 0.576472  0.384
H -1.926291 5.917197 2.943090  0.330
H -1.147303 3.964807 4.266463  0.431
H -1.142488 1.719896 3.275349  0.375
C 6.172079 -3.126106 1.598938  -1.077
N 4.755387 -3.054940 1.772606  0.279
C 3.955859 -4.255201 1.911054  -0.702
C 2.543365 -3.694895 2.100384  -0.264
N 2.816224 -2.312710 2.466351  0.320
C 4.065948 -1.956196 2.192553  0.055
S 4.711225 -0.404177 2.320183  -0.487
H 6.628936 -3.772394 2.361474  0.309
H 6.579857 -2.120923 1.691535  0.308
H 6.420477 -3.526658 0.611120  0.277
H 4.298964 -4.836510 2.780901  0.393
H 4.037140 -4.881695 1.020426  0.344
H 1.962363 -4.190503 2.873803  0.431
H 1.981635 -3.727675 1.167377  0.070
H 2.031942 -1.654645 2.627256  0.032
C 4.094851 1.792898 -1.116129  -1.322
C 3.189895 1.072079 -2.108493  1.050
C 3.494117 -0.421168 -2.181135  -1.172
S 2.556967 -1.389794 -0.964864  0.810
O 3.194009 -2.747745 -0.971854  -0.746
C 1.023273 -1.548193 -1.938000  0.275
C 1.170103 -2.657216 -2.981528  -0.368
C 0.334105 -2.412916 -4.232427  -1.229
H 3.841751 2.851163 -1.065397  0.322
H 5.142775 1.697200 -1.413778  0.422
H 4.001369 1.372279 -0.112843  0.051
H 3.306485 1.509198 -3.103583  0.467
H 2.138836 1.232034 -1.842047  -0.889
H 4.536714 -0.634842 -1.939799  0.603
H 3.267746 -0.857037 -3.156291  0.257
H 0.810055 -0.570010 -2.373854  -0.258
H 0.222859 -1.737282 -1.221530  0.045
H 0.890939 -3.609306 -2.528133  0.348
H 2.222475 -2.767349 -3.253244  0.266
H -0.718655 -2.295159 -3.988520  0.227
H 0.435826 -3.244471 -4.934340  0.415
H 0.648597 -1.498440 -4.740156  0.290
Cl -2.241244 0.469304 -3.316743  -0.209
C -1.378164 1.980769 -3.153838  0.591
C -1.347901 2.792024 -4.267587  -0.453
C -0.646465 3.993178 -4.267968  -0.594
C 0.030504 4.340953 -3.103195  -0.555
C -0.007426 3.523233 -1.997524  1.072
Cl 0.868639 4.065744 -0.577566  -0.212
C -0.715937 2.262472 -1.895661  -2.061
N -0.678292 1.515593 -0.821328  -0.008
H -1.878172 2.465669 -5.154524  0.380
H -0.625714 4.630363 -5.141854  0.338
H 0.591600 5.266078 -3.046417  0.381

Forces on the atoms, in the same order (eV/Å):
Tl -0.081 0.007 -0.048
O -0.006 -0.066 -0.067
C 0.047 0.004 0.032
O 0.074 0.087 0.130
C -0.026 -0.038 -0.043
C -0.042 -0.017 0.016
C 0.011 -0.003 0.009
C -0.003 -0.003 0.003
C -0.028 0.012 -0.019
C 0.124 -0.075 -0.045
P -0.136 0.179 0.315
C 0.100 -0.106 -0.105
C -0.020 0.055 -0.018
C 0.004 0.006 0.004
C 0.012 -0.029 0.009
C -0.051 -0.001 -0.017
C 0.024 0.029 -0.039
C -0.026 0.022 0.049
C -0.035 0.041 -0.002
C -0.055 -0.021 0.006
C 0.028 -0.017 0.013
C 0.005 0.076 0.000
C -0.045 -0.024 0.046
H 0.009 0.000 0.000
H 0.006 -0.003 -0.006
H -0.003 0.003 -0.015
H 0.010 0.004 0.024
H 0.051 0.050 0.027
H 0.000 0.011 0.001
H 0.002 -0.007 -0.007
H -0.001 -0.013 0.000
H 0.007 -0.018 0.006
H -0.069 -0.013 0.018
H 0.007 -0.001 -0.005
H -0.007 0.005 0.005
H 0.005 -0.002 0.011
H 0.033 0.027 -0.015
C 0.013 0.016 -0.039
N 0.015 0.031 0.163
C -0.016 -0.027 -0.058
C 0.026 0.015 -0.037
N -0.143 -0.005 0.110
C 0.091 0.010 -0.108
S 0.040 0.050 0.005
H 0.003 0.010 0.001
H -0.013 -0.014 -0.009
H -0.013 -0.015 0.003
H -0.017 0.001 0.000
H -0.003 0.014 -0.011
H -0.006 -0.008 -0.024
H -0.036 -0.033 0.002
H -0.019 -0.008 -0.035
C -0.027 -0.005 -0.006
C -0.001 0.042 0.027
C -0.116 -0.088 -0.038
S -0.033 0.004 -0.064
O 0.014 -0.019 0.105
C 0.102 -0.057 -0.040
C -0.058 0.036 -0.008
C 0.056 0.038 0.030
H -0.024 0.043 0.033
H 0.011 0.009 -0.013
H 0.010 -0.017 -0.003
H -0.005 -0.010 -0.002
H -0.036 0.031 0.000
H 0.003 -0.013 0.020
H 0.045 0.006 -0.029
H -0.003 0.065 0.004
H -0.002 -0.021 0.008
H 0.036 0.002 0.026
H -0.014 -0.014 -0.015
H -0.136 0.029 0.021
H -0.007 0.004 -0.005
H -0.012 0.017 0.004
Cl 0.062 -0.156 -0.007
C 0.002 0.042 -0.001
C 0.010 0.007 0.006
C -0.005 0.004 -0.018
C 0.007 0.022 -0.005
C 0.009 0.093 -0.023
Cl 0.124 0.003 -0.026
C 0.033 -0.090 0.060
N 0.093 -0.204 -0.283
H -0.006 -0.010 0.001
H 0.005 0.005 -0.007
H 0.013 0.004 0.011


(2)
Formula: C20H13ClF6N8O10RuS2
Source: the OMol25 dataset
Level of theory: ωB97M-V with the def2-TZVPD basis set

Expectation value of S²: 8.7724
Charge: -1
HOMO-LUMO gap (alpha / beta): 6.447 / 4.627 eV
2S+1: 6
HOMO (alpha / beta): -5.24 / -5.24 eV
Relative energy (zero: lowest compared OMol25 entry of this formula, charge and spin): 71.2 kcal per mole
Max |F|: 0.0770 Eh/bohr

Last column: Mulliken charge in e.
CARTESIAN COORDINATES (ANGSTROEM)
Ru 0.042402 -0.438312 0.432461  0.837
O -1.114218 -6.216697 1.582195  -0.579
C -2.202354 -5.778546 0.983571  0.392
O -3.071934 -6.546003 0.636515  -0.616
C -2.408032 -4.309316 0.726198  0.237
C -3.558844 -3.707954 0.174018  0.039
Cl -5.041015 -4.406406 -0.436207  -0.138
N -3.304712 -2.351315 0.137564  0.131
N -2.052649 -2.088105 0.560113  0.067
C -1.526517 -3.242987 0.901362  0.205
C -0.109909 -3.229883 1.419636  0.827
O 0.357805 -4.193855 1.975080  -0.790
O 0.569822 -2.152361 1.346353  -0.434
C -4.085760 -1.189130 -0.198465  0.440
C -5.419760 -1.001866 0.091794  -0.658
C -5.936569 0.304368 -0.038636  -0.674
C -5.174614 1.361835 -0.535612  -0.775
C -3.862408 1.080656 -0.986852  0.073
C -3.362640 -0.228664 -0.845945  -0.504
H -0.463748 -5.450261 1.791105  0.411
H -6.073650 -1.780576 0.511019  0.365
H -6.982659 0.489586 0.181523  0.354
H -5.595014 2.395609 -0.611874  0.258
H -3.432307 2.941837 -1.566950  0.363
H -2.478584 -0.484417 -1.287320  1.018
F 1.572411 2.500832 -4.456392  -0.275
C 1.908031 1.247617 -4.003726  0.630
F 0.832698 0.781746 -3.320231  -0.281
F 2.110256 0.500429 -5.099177  -0.245
S 3.452474 1.128300 -2.938025  0.235
O 3.225898 2.093677 -1.782809  -0.475
O 3.230096 -0.300365 -2.521557  -0.555
N -3.020634 2.016703 -1.605061  -0.476
S -1.512046 2.397022 -0.607523  0.507
O -0.750280 0.993976 -0.599084  -0.276
O -2.013458 2.639811 0.736293  -0.537
C 1.699284 5.829104 -0.022335  0.547
F 1.628124 7.150609 -0.327845  -0.215
F 2.694570 5.238237 -0.626960  -0.147
F 1.766779 5.729544 1.285036  -0.171
C 4.124824 3.155652 1.828705  -1.029
N 3.881823 1.851102 1.196103  0.245
C 4.847811 1.142669 0.573555  -0.043
C 4.580215 -0.036197 0.012147  -1.213
C 3.254367 -0.574507 0.162389  0.878
N 2.256061 0.140388 0.674879  0.384
C 2.517583 1.423562 1.191671  -0.054
O 1.653037 2.163588 1.606879  -0.644
N 3.067356 -1.855690 -0.102420  -0.255
H 3.371200 3.333142 2.588656  0.323
H 4.094456 3.985610 1.102374  0.214
H 5.100465 3.131014 2.279729  0.413
H 5.840815 1.565217 0.538450  0.391
H 5.353392 -0.616636 -0.439229  0.429
H 3.642823 -2.193022 -0.827138  0.292
H 2.191569 -2.352426 0.032828  0.085
N 0.295761 -2.401151 -2.108442  -0.789
C 0.169808 -1.613680 -1.292905  0.522
O 0.015808 -0.244865 4.402850  -0.460
C -0.266140 -0.003175 3.332895  0.728
N -0.529368 0.274925 2.192775  -0.530

Forces on the atoms, in the same order (eV/Å):
Ru -0.809 0.699 0.434
O 0.473 0.898 0.084
C -0.886 -0.381 -0.385
O -0.007 0.065 0.019
C -0.638 -0.498 -0.412
C 0.294 0.277 0.274
Cl 1.210 0.719 0.579
N -0.274 -0.815 -0.103
N -0.369 -0.274 0.082
C 0.875 0.450 0.221
C -1.117 0.273 0.010
O 0.556 -1.497 0.501
O 0.127 1.182 -0.394
C -0.134 -0.724 -0.299
C -0.999 0.481 0.997
C 0.141 -0.276 -0.645
C 0.462 0.154 -0.148
C -0.499 -0.676 0.227
C -2.115 1.948 0.342
H -0.520 -0.526 -0.101
H 0.589 0.343 -0.197
H 0.117 -0.108 0.187
H 0.435 -1.075 0.079
H -0.237 0.168 -0.249
H 2.279 -0.424 -0.852
F 0.362 -0.686 0.406
C -0.899 0.598 0.404
F 0.428 0.232 -0.676
F -0.257 -0.080 0.060
S 0.252 0.403 1.401
O -0.156 -0.920 -1.403
O 0.233 0.559 -0.193
N 1.104 -0.116 0.811
S -0.158 -0.528 0.420
O -0.291 0.287 -0.337
O 0.054 0.077 -0.347
C -0.219 1.178 -0.049
F 0.120 -0.983 -0.166
F -0.010 0.126 0.033
F 0.085 -0.364 0.169
C -0.039 -0.013 -0.709
N -1.449 0.403 0.639
C -0.110 0.152 -0.040
C -0.429 -0.421 0.327
C 0.158 0.368 0.387
N 0.155 1.017 0.541
C 0.733 -0.107 -0.889
O -0.009 -0.279 -0.002
N -0.429 -0.656 0.185
H -0.017 -0.082 -0.042
H -0.094 -0.453 0.163
H 0.469 -0.009 0.234
H -0.004 0.177 0.097
H 0.181 -0.251 -0.276
H 0.616 -0.585 -0.825
H 0.248 0.603 -0.034
N 0.016 -1.215 -1.239
C 0.081 1.582 1.600
O 0.729 -0.726 3.821
C -0.375 0.492 -3.171
N -0.033 -0.163 -1.550


(3)
Formula: C6H16N2O
Source: the OMol25 dataset
Level of theory: ωB97M-V with the def2-TZVPD basis set

HOMO-LUMO gap: 9.960 eV
2S+1: 1
HOMO: -9.18 eV
Relative energy (zero: lowest compared OMol25 entry of this formula, charge and spin): 68.8 kcal per mole
Max |F|: 0.0408 Eh/bohr

Last column: Mulliken charge in e.
CARTESIAN COORDINATES (ANGSTROEM)
C 0.671184 -0.415529 -0.185925  1.629
C 2.169092 -0.169034 0.076650  -1.898
C 0.345460 -1.832424 0.315186  -1.730
C 0.399263 -0.313034 -1.693622  -1.772
C -0.003486 2.081069 0.130408  -1.729
C -0.115912 0.648785 0.646424  1.027
O 0.087266 0.535808 1.993623  -0.805
H 2.370417 -0.165571 1.147303  0.396
H 2.759038 -0.960155 -0.389778  0.459
H 2.501542 0.781127 -0.341879  0.381
H -0.686539 -2.124563 0.116267  0.310
H 0.984260 -2.558233 -0.189649  0.457
H 0.513901 -1.906864 1.388881  0.364
H 0.928226 -1.112717 -2.216335  0.475
H -0.662436 -0.396678 -1.920775  0.316
H 0.758166 0.633419 -2.098347  0.389
H -0.486216 2.748646 0.845769  0.482
H 1.041940 2.375371 0.068593  0.342
H -0.464567 2.194331 -0.850818  0.362
N -1.659625 0.258157 0.797053  -0.196
N -2.468204 -0.216480 -0.300547  -0.584
H -3.435293 0.050374 -0.120165  0.283
H -2.428347 -1.229842 -0.285132  0.176
H -2.087122 1.133082 1.101699  0.344
H -1.032007 -0.039048 1.965117  0.524

Forces on the atoms, in the same order (eV/Å):
C -0.027 0.090 0.078
C -0.207 -0.009 0.005
C -0.045 0.203 0.004
C 0.001 -0.009 0.132
C 0.032 -0.283 0.082
C -1.001 -0.181 -0.445
O -1.240 -0.825 0.488
H 0.003 -0.009 0.012
H -0.011 -0.008 -0.015
H 0.005 0.016 -0.016
H -0.009 -0.011 -0.033
H 0.031 0.014 -0.005
H 0.035 0.000 0.002
H 0.020 -0.008 0.009
H 0.022 -0.001 -0.014
H 0.021 0.035 -0.001
H -0.029 -0.021 -0.012
H 0.037 0.033 -0.047
H 0.010 0.006 -0.008
N 0.128 0.258 -0.663
N -0.033 0.139 0.080
H 0.241 -0.105 -0.014
H -0.063 0.061 0.032
H 0.148 -0.048 -0.125
H 1.932 0.663 0.472